{"formula": "CHClNOP", "method": "ωB97M-V/def2-TZVPD", "e_tot_ha": -970.1848, "charge": 0, "smiles": "N#COPCl", "e_above_lowest_kj_mol": 234.85, "lumo_energy_ev": 0.3, "symbols": ["C", "N", "O", "P", "Cl", "H"], "coordinates": [[-2.89, 1.20, -0.07], [-3.87, 1.15, -0.68], [-1.71, 1.10, 0.58], [-0.32, 1.57, 0.82], [0.54, 0.45, -0.60], [-0.44, 0.76, 1.88]]}